Computed, not measured: the molecule C13H18FNO2S, with ωB97M-V/def2-TZVPD.

The geometry in ORCA input format:
```
! wB97M-V def2-TZVPD RIJCOSX def2/J DEFGRID3
* xyz 0 1
C -6.102 -0.288 0.326
O -4.812 -0.537 -0.170
C -3.909 0.508 0.092
C -2.534 0.095 -0.436
N -1.570 1.160 -0.310
C -0.568 1.134 0.597
O -0.363 0.190 1.331
C 0.278 2.402 0.641
C 1.716 2.083 1.039
S 2.853 1.995 -0.379
C 2.173 0.591 -1.327
C 2.054 -0.674 -0.539
C 3.006 -1.059 0.396
C 2.857 -2.227 1.121
C 1.750 -3.035 0.923
C 0.794 -2.680 -0.011
C 0.962 -1.511 -0.724
F 0.030 -1.177 -1.651
H -6.092 -0.161 1.415
H -6.538 0.612 -0.128
H -6.706 -1.154 0.066
H -3.851 0.708 1.173
H -4.244 1.434 -0.408
H -2.625 -0.207 -1.482
H -2.160 -0.751 0.144
H -1.714 1.983 -0.873
H -0.171 3.048 1.400
H 0.249 2.932 -0.313
H 2.143 2.863 1.667
H 1.749 1.130 1.571
H 1.205 0.888 -1.733
H 2.876 0.470 -2.154
H 3.863 -0.422 0.557
H 3.605 -2.504 1.848
H 1.628 -3.941 1.497
H -0.079 -3.288 -0.188
*
```

Properties
SMILES: COCCNC(=O)CCSCc1ccccc1F
E_LUMO (eV): 0.70
Calculated total energy (eV): -32911.053
Energy relative to the best compared isomer or geometry (same formula, charge and spin) (kcal per mole): 0.0
Orbital gap (eV): 9.3

natural (NBO) population analysis, charges in e, atoms 1 to 5:
1. C -0.244
2. O -0.536
3. C -0.061
4. C -0.244
5. N -0.614